[1]
{
  "formula": "C29H38F3NO3P2Si",
  "method": "the ωB97M-V functional and the def2-TZVPD basis",
  "symbols": ["C", "C", "O", "Si", "C", "C", "C", "F", "F", "F", "P", "N", "P", "O", "O", "H", "H", "H", "H", "H", "H", "H", "H", "H", "H", "H", "H", "H", "H", "C", "C", "C", "C", "C", "C", "H", "H", "H", "H", "H", "H", "C", "C", "C", "C", "C", "C", "H", "H", "H", "H", "H", "H", "C", "C", "C", "C", "C", "C", "H", "H", "H", "H", "H", "H", "C", "C", "C", "C", "C", "C", "H", "H", "H", "H", "H", "H"],
  "coordinates": [[3.712, -0.208, -0.338], [3.963, 0.638, -1.588], [2.770, 0.975, -2.308], [1.407, 1.578, -1.599], [0.181, 0.212, -1.215], [-0.895, 0.562, -0.156], [-2.186, 1.104, -0.725], [-3.219, 0.934, 0.119], [-2.136, 2.431, -0.993], [-2.515, 0.495, -1.879], [0.555, 2.879, -3.274], [1.324, 2.724, -4.647], [1.692, 2.723, 0.372], [3.200, 3.414, 0.286], [0.844, 4.068, -0.054], [4.651, -0.703, -0.039], [2.978, -1.001, -0.552], [3.364, 0.378, 0.527], [4.600, 0.075, -2.290], [4.497, 1.573, -1.342], [-0.284, -0.085, -2.171], [0.722, -0.686, -0.871], [-1.170, -0.343, 0.413], [-0.552, 1.299, 0.585], [-0.823, 2.584, -3.339], [0.483, 4.199, -2.791], [2.108, 2.083, -4.585], [3.787, 2.967, 0.915], [1.263, 4.868, 0.301], [-0.404, -1.932, -5.515], [-0.191, -3.294, -5.354], [0.913, -3.745, -4.642], [1.800, -2.833, -4.085], [1.588, -1.469, -4.247], [0.486, -1.019, -4.964], [-1.262, -1.581, -6.074], [-0.883, -4.006, -5.786], [1.081, -4.807, -4.522], [2.659, -3.186, -3.528], [2.256, -0.742, -3.803], [0.333, 0.047, -5.103], [-1.367, 3.517, 2.700], [-0.659, 4.349, 3.554], [-1.157, 4.633, 4.819], [-2.364, 4.082, 5.227], [-3.074, 3.251, 4.371], [-2.575, 2.967, 3.107], [-0.975, 3.289, 1.717], [0.286, 4.774, 3.238], [-0.604, 5.280, 5.487], [-2.752, 4.302, 6.213], [-4.017, 2.824, 4.690], [-3.126, 2.316, 2.439], [-0.220, 0.239, 3.875], [0.934, -0.245, 3.275], [1.460, -1.472, 3.658], [0.827, -2.218, 4.644], [-0.328, -1.735, 5.245], [-0.851, -0.507, 4.861], [-0.625, 1.199, 3.579], [1.423, 0.345, 2.508], [2.360, -1.849, 3.189], [1.233, -3.176, 4.943], [-0.820, -2.316, 6.014], [-1.750, -0.130, 5.331], [-2.713, -4.618, 0.303], [-1.574, -5.172, -0.266], [-0.857, -4.461, -1.219], [-1.279, -3.196, -1.606], [-2.419, -2.642, -1.039], [-3.135, -3.353, -0.083], [-3.270, -5.171, 1.048], [-1.246, -6.159, 0.034], [0.030, -4.893, -1.664], [-0.720, -2.645, -2.354], [-2.753, -1.660, -1.341], [-4.020, -2.917, 0.363]],
  "e_tot_ev": -72931.3147,
  "smiles": "CCO[Si@](CCC(F)(F)F)([PH2]=N)P(O)O.c1ccccc1.c1ccccc1.c1ccccc1.c1ccccc1",
  "lumo_energy_ev": 0.066,
  "orbital_gap_ha": 0.3107
}

***

[2]
{
  "formula": "C29H38F8N6ReSe",
  "method": "the ωB97M-V functional and the def2-TZVPD basis",
  "symbols": ["Re", "C", "C", "N", "C", "C", "C", "C", "N", "C", "C", "F", "C", "F", "C", "C", "F", "C", "F", "H", "H", "H", "H", "H", "H", "H", "H", "H", "H", "H", "H", "H", "H", "H", "C", "C", "N", "C", "C", "C", "C", "N", "C", "C", "F", "C", "F", "C", "C", "F", "C", "F", "H", "H", "H", "H", "H", "H", "H", "H", "H", "H", "H", "H", "H", "H", "H", "C", "N", "C", "C", "N", "C", "C", "Se", "H", "H", "H", "H", "H", "H", "H", "H"],
  "coordinates": [[0.399, -0.055, -0.096], [-1.273, -3.584, -0.987], [-0.657, -3.046, 0.295], [-1.066, -1.639, 0.733], [-2.525, -1.483, 0.405], [-3.251, -0.378, 1.144], [-0.859, -1.636, 2.228], [-0.166, -0.372, 2.670], [1.014, -0.256, 1.783], [2.220, -0.627, 2.409], [2.980, -1.689, 1.937], [2.562, -2.366, 0.850], [4.150, -2.083, 2.563], [4.826, -3.105, 2.052], [4.597, -1.436, 3.699], [3.840, -0.390, 4.193], [4.231, 0.266, 5.278], [2.670, 0.009, 3.566], [1.981, 1.045, 4.061], [-0.694, -4.451, -1.300], [-2.296, -3.918, -0.832], [-1.282, -2.870, -1.806], [-0.977, -3.711, 1.100], [0.433, -3.065, 0.279], [-2.596, -1.331, -0.672], [-3.001, -2.440, 0.630], [-2.691, 0.551, 1.124], [-4.210, -0.211, 0.653], [-3.463, -0.639, 2.180], [-1.812, -1.791, 2.734], [-0.217, -2.478, 2.477], [-0.800, 0.511, 2.580], [0.148, -0.458, 3.710], [5.508, -1.742, 4.193], [4.058, 0.346, -0.671], [3.003, 0.885, -1.600], [1.795, 1.518, -0.937], [2.270, 2.709, -0.125], [2.503, 2.513, 1.354], [0.985, 2.086, -2.054], [0.419, 0.966, -2.897], [0.142, -0.205, -2.032], [0.041, -1.381, -2.825], [0.992, -2.383, -2.723], [1.966, -2.291, -1.803], [0.941, -3.495, -3.550], [1.870, -4.431, -3.408], [-0.068, -3.641, -4.483], [-1.021, -2.646, -4.584], [-2.020, -2.751, -5.451], [-0.964, -1.520, -3.776], [-1.923, -0.584, -3.867], [4.817, -0.161, -1.268], [4.554, 1.131, -0.104], [3.653, -0.380, 0.016], [3.435, 1.666, -2.234], [2.646, 0.094, -2.253], [3.191, 3.039, -0.609], [1.535, 3.499, -0.270], [3.243, 1.748, 1.566], [2.877, 3.457, 1.750], [1.585, 2.277, 1.890], [0.197, 2.691, -1.617], [1.622, 2.730, -2.667], [-0.518, 1.284, -3.361], [1.090, 0.658, -3.705], [-0.115, -4.516, -5.115], [-2.961, 2.603, -1.944], [-3.504, 2.795, -0.606], [-4.825, 3.051, -0.317], [-4.921, 3.160, 1.027], [-3.658, 2.965, 1.540], [-3.329, 2.987, 2.962], [-2.796, 2.740, 0.534], [-0.953, 2.459, 0.711], [-3.696, 2.947, -2.666], [-2.746, 1.548, -2.117], [-2.050, 3.191, -2.045], [-5.571, 3.146, -1.084], [-5.765, 3.371, 1.656], [-4.009, 3.669, 3.464], [-2.307, 3.336, 3.083], [-3.432, 1.989, 3.387]],
  "e_tot_ev": -128829.9752,
  "s2": 3.82,
  "charge": 2,
  "lumo_energy_ev": [-7.597, -6.966],
  "multiplicity": 4,
  "orbital_gap_ha": [0.2147, 0.2594]
}

***

[3]
{
  "formula": "C29H38InN6O7S",
  "method": "the ωB97M-V functional and the def2-TZVPD basis",
  "symbols": ["In", "O", "C", "O", "C", "C", "C", "C", "C", "N", "C", "O", "O", "H", "H", "H", "O", "C", "C", "C", "C", "C", "C", "N", "H", "H", "H", "H", "H", "H", "H", "C", "C", "C", "C", "N", "C", "S", "N", "C", "C", "C", "C", "H", "H", "H", "H", "H", "H", "H", "H", "H", "H", "H", "H", "H", "H", "H", "H", "H", "H", "H", "H", "O", "C", "N", "C", "O", "C", "C", "C", "C", "N", "C", "H", "H", "H", "H", "H", "H", "H", "H"],
  "coordinates": [[-0.128, 1.292, 0.575], [-1.338, -1.953, 2.979], [-0.868, -0.920, 2.542], [-1.421, -0.128, 1.694], [0.497, -0.431, 3.031], [1.200, -0.903, 4.125], [2.361, -0.227, 4.489], [2.775, 0.903, 3.792], [2.014, 1.311, 2.709], [0.950, 0.613, 2.353], [2.213, 2.599, 1.904], [3.245, 3.218, 2.029], [1.204, 2.914, 1.160], [0.828, -1.753, 4.678], [2.928, -0.563, 5.346], [3.644, 1.476, 4.080], [-1.496, 2.547, 2.011], [-1.618, 3.911, 1.638], [-1.380, 4.118, 0.160], [-1.499, 5.382, -0.398], [-1.233, 5.547, -1.743], [-0.879, 4.440, -2.504], [-0.809, 3.215, -1.880], [-1.048, 3.057, -0.570], [-2.343, 2.085, 2.027], [-0.867, 4.458, 2.208], [-2.606, 4.290, 1.916], [-1.782, 6.220, 0.223], [-1.297, 6.526, -2.196], [-0.660, 4.521, -3.557], [-0.554, 2.317, -2.429], [-0.744, -5.953, 0.299], [-0.825, -5.280, -1.064], [0.134, -4.105, -1.226], [-0.038, -3.023, -0.174], [-1.408, -2.532, -0.120], [-1.863, -1.377, -0.567], [-0.825, -0.255, -1.402], [-3.138, -1.063, -0.379], [-4.033, -1.806, 0.498], [-4.658, -3.032, -0.159], [-5.378, -3.923, 0.848], [-4.422, -4.629, 1.801], [-1.378, -6.836, 0.344], [-1.058, -5.293, 1.111], [0.277, -6.269, 0.522], [-1.850, -4.944, -1.254], [-0.616, -6.008, -1.850], [0.015, -3.657, -2.217], [1.166, -4.460, -1.166], [0.607, -2.170, -0.382], [0.193, -3.389, 0.829], [-2.040, -3.082, 0.448], [-3.436, -0.194, -0.790], [-4.810, -1.114, 0.827], [-3.467, -2.046, 1.404], [-3.886, -3.621, -0.663], [-5.336, -2.696, -0.946], [-5.960, -4.667, 0.302], [-6.107, -3.332, 1.411], [-3.680, -5.208, 1.245], [-4.949, -5.325, 2.451], [-3.882, -3.937, 2.449], [5.541, 5.701, -3.137], [5.551, 4.557, -3.943], [5.172, 3.358, -3.225], [3.869, 3.163, -2.910], [2.981, 3.921, -3.257], [3.541, 1.935, -2.114], [4.280, 0.763, -2.118], [3.836, -0.313, -1.362], [2.660, -0.177, -0.648], [1.951, 0.952, -0.634], [2.393, 1.987, -1.339], [4.620, 5.956, -3.000], [6.569, 4.431, -4.305], [4.868, 4.660, -4.788], [5.870, 2.909, -2.653], [5.175, 0.671, -2.719], [4.382, -1.244, -1.333], [2.270, -0.999, -0.059], [1.835, 2.912, -1.281]],
  "e_tot_ev": -69971.5273,
  "charge": 1,
  "lumo_energy_ev": -2.404,
  "e_above_lowest_ev": 0.000,
  "orbital_gap_ha": 0.3487
}